Entry 1:
This record from the OMol25 dataset describes a structure of composition C23H33N3O3. The level of theory is ωB97M-V/def2-TZVPD.

```
! wB97M-V def2-TZVPD RIJCOSX def2/J DEFGRID3
* xyz 0 1
C 3.140 5.716 -2.541
H 2.013 5.643 -2.801
C 3.352 4.436 -1.767
C 3.310 3.292 -2.608
O 1.947 3.269 -2.756
C 1.750 2.246 -3.951
C 0.353 2.288 -4.186
C -0.686 1.875 -2.969
H -0.417 2.512 -2.148
H -1.679 1.794 -3.060
C -0.227 0.303 -2.841
N 1.211 0.419 -2.593
C 1.975 0.357 -1.134
O 3.130 0.267 -1.301
C 1.075 0.003 -0.027
C 0.877 -1.627 -0.065
C -0.587 -1.781 0.395
N -1.555 -0.945 0.103
N -2.964 -1.604 0.430
C -2.438 -2.845 0.693
O -1.200 -2.878 0.674
C -3.308 -3.908 1.058
C -3.405 -3.991 2.668
C -3.853 -2.765 3.308
H -5.268 -2.712 3.605
H -4.009 -1.887 2.736
C -3.079 -2.171 4.806
C -1.918 -1.872 4.198
C -0.562 -2.657 4.515
C 0.634 -2.326 4.203
C 0.679 -1.083 3.426
C -0.351 -0.132 3.237
C -1.595 -0.670 3.596
H -2.338 0.094 3.469
H -0.093 0.720 2.721
H 1.665 -0.907 3.062
H 1.288 -2.806 4.427
H -0.679 -3.764 5.032
H -3.156 -3.070 5.331
H -3.652 -1.434 4.945
H -3.816 -4.940 3.164
H -2.158 -4.156 2.889
H -2.992 -4.730 0.767
H -4.295 -3.544 0.955
H 1.279 -2.039 0.634
H 0.915 -2.120 -0.833
H 1.841 0.081 0.921
H 0.306 0.470 0.197
C 1.869 0.787 -3.677
H 3.128 0.674 -3.588
H 1.663 0.130 -4.508
H -0.743 -0.017 -1.782
H -0.584 -0.358 -3.408
H -0.064 3.273 -4.277
H -0.081 1.602 -4.971
H 2.240 2.301 -4.970
H 3.746 2.508 -2.102
H 3.948 3.422 -3.690
H 2.810 4.361 -0.984
H 4.667 4.304 -1.428
H 3.144 6.728 -1.800
H 3.799 5.865 -3.397
*
```

Properties
- electronic energy (Eh) = -1285.41314
- highest occupied orbital energy (Ha) = -0.2809
- F_max (eV/Å) = 19.10


Entry 2:
This record from the OMol25 dataset describes an isolated molecule of C23H33N3S. The level of theory is ωB97M-V/def2-TZVPD.

```
! wB97M-V def2-TZVPD RIJCOSX def2/J DEFGRID3
* xyz 0 1
S -0.242 1.821 -3.705
C -0.237 0.258 -3.147
N 0.650 -0.605 -3.722
C 0.434 -2.001 -4.042
C 1.725 -2.813 -3.836
C 2.150 -2.806 -2.396
C 1.767 -3.830 -1.538
C 2.101 -3.788 -0.195
C 2.822 -2.718 0.307
C 3.217 -1.698 -0.541
C 2.886 -1.742 -1.884
N -1.065 -0.179 -2.167
C -2.066 0.723 -1.633
C -1.527 1.462 -0.409
N -1.188 0.491 0.620
C -1.029 1.040 1.979
C -0.100 2.263 2.052
C -0.035 2.789 3.486
C -1.433 3.197 3.947
C -2.354 1.978 3.911
C -1.814 0.897 4.841
C -0.421 0.496 4.367
C 0.508 1.707 4.416
C -0.480 -0.031 2.933
C -2.426 1.438 2.485
C -0.134 -0.353 0.098
C -0.637 -1.108 -1.141
H 1.219 -0.124 -4.408
H 0.128 -2.093 -5.094
H -0.373 -2.398 -3.426
H 1.545 -3.835 -4.172
H 2.510 -2.378 -4.457
H 1.199 -4.665 -1.925
H 1.797 -4.591 0.459
H 3.081 -2.684 1.355
H 3.786 -0.865 -0.157
H 3.195 -0.943 -2.541
H -2.352 1.436 -2.407
H -2.932 0.120 -1.345
H -2.294 2.145 -0.051
H -0.651 2.051 -0.729
H -0.469 3.054 1.398
H 0.901 1.983 1.712
H 0.628 3.662 3.516
H -1.386 3.599 4.962
H -1.826 3.980 3.295
H -3.360 2.271 4.234
H -1.766 1.271 5.867
H -2.477 0.029 4.830
H -0.027 -0.294 5.016
H 0.569 2.090 5.437
H 1.515 1.418 4.106
H -1.114 -0.919 2.882
H 0.534 -0.311 2.642
H -2.859 2.207 1.844
H -3.076 0.563 2.441
H 0.156 -1.106 0.827
H 0.764 0.223 -0.192
H 0.169 -1.741 -1.499
H -1.497 -1.724 -0.860
*
```

Properties
- electronic energy (Eh) = -1458.71771
- highest occupied orbital energy (Ha) = -0.2834
- F_max (eV/Å) = 0.71


Entry 3:
This record from the OMol25 dataset describes a structure of composition C23H33N4OPSiW. The level of theory is ωB97M-V/def2-TZVPD.

```
! wB97M-V def2-TZVPD RIJCOSX def2/J DEFGRID3
* xyz 0 3
W -0.521 0.357 -0.917
Si -2.209 -1.358 -1.082
P -1.161 0.793 -3.184
N -1.131 1.887 -0.205
H -0.207 -1.229 -0.546
C -0.239 2.037 -4.215
H -0.760 2.252 -5.152
H 0.744 1.634 -4.439
H -0.127 2.964 -3.660
C -1.380 -0.480 -4.510
H -1.678 -0.004 -5.451
H -2.137 -1.212 -4.248
H -0.424 -0.977 -4.660
C -2.847 1.582 -3.226
H -3.193 1.787 -4.259
H -2.853 2.542 -2.687
H -3.608 0.939 -2.757
C -1.861 -3.233 -1.270
H -1.003 -3.546 -0.653
H -1.671 -3.502 -2.322
H -2.762 -3.772 -0.927
H -3.123 -1.297 0.128
H -3.237 -1.207 -2.221
C -1.984 2.809 0.259
C -2.263 5.017 1.050
C -1.430 4.069 0.501
C -3.332 2.447 0.462
C -4.154 3.421 1.014
C -3.619 4.693 1.300
H -1.861 5.994 1.281
H -0.382 4.197 0.245
H -3.672 1.435 0.196
H -5.206 3.177 1.215
H -4.271 5.453 1.723
C 2.216 -1.071 -2.883
O 1.641 -0.263 -3.600
C 3.232 -0.661 -1.778
H 3.942 -1.517 -1.493
H 2.965 -0.168 -0.755
H 3.858 0.109 -2.318
C 1.760 -2.532 -2.770
H 1.791 -2.841 -3.841
H 0.711 -2.827 -2.415
H 2.451 -3.227 -2.218
N 6.357 -2.444 6.945
C 5.465 -2.158 6.242
C 4.346 -1.821 5.394
C 4.573 -1.505 4.046
C 3.497 -1.180 3.216
C 2.195 -1.199 3.757
C 1.974 -1.513 5.101
C 3.046 -1.835 5.910
N 1.104 -0.887 2.911
C -0.246 -0.800 3.288
C -0.969 -0.493 2.190
N -0.069 -0.347 1.126
C 1.145 -0.624 1.587
H 5.584 -1.520 3.635
H 3.667 -0.913 2.171
H 0.960 -1.506 5.497
H 2.884 -2.108 6.944
H -0.570 -0.938 4.305
H -2.030 -0.338 2.017
H 2.084 -0.542 1.008
*
```

Properties
- electronic energy (Eh) = -1888.23679
- highest occupied orbital energy (alpha / beta) (Ha) = -0.2120 / -0.2463
- F_max (eV/Å) = 3.86


Entry 4:
This record from the OMol25 dataset describes a structure of composition C23H33N5NdO2P. The level of theory is ωB97M-V/def2-TZVPD.

```
! wB97M-V def2-TZVPD RIJCOSX def2/J DEFGRID3
* xyz 2 4
Nd 1.054 -1.028 -0.017
C 0.166 -3.398 3.675
C 0.372 -3.374 2.160
O 1.134 -2.346 1.744
C -0.141 -4.313 1.168
C -0.064 -5.752 1.340
C -0.611 -6.621 0.385
C -1.219 -6.119 -0.732
C -1.336 -4.734 -0.965
C -0.666 -3.833 -0.120
O -0.409 -2.595 -0.617
H 0.208 -2.379 4.022
H 0.973 -3.988 4.183
H -0.856 -3.791 3.883
H 0.257 -6.057 2.271
H -0.760 -7.715 0.583
H -1.402 -6.738 -1.601
H -1.804 -4.387 -1.876
N 2.231 -2.793 -3.811
N 2.927 -1.874 -2.970
N 4.288 -1.928 -2.698
C 4.381 -1.450 -1.448
N 3.205 -1.017 -0.956
N 2.307 -1.397 -1.917
H 2.897 -3.132 -4.505
H 1.428 -2.365 -4.201
H 5.350 -1.308 -0.929
C -2.379 0.918 -1.506
C -1.296 2.045 -1.479
C -1.950 3.444 -1.368
C -0.484 2.052 -2.809
P -0.085 1.723 -0.090
C -1.297 2.020 1.271
C -1.388 3.160 2.031
C -2.390 3.268 3.006
C -3.109 2.141 3.446
C -2.950 0.936 2.737
C -2.149 0.902 1.592
C 1.290 3.051 0.103
C 1.867 2.975 1.526
C 0.974 4.499 -0.311
C 2.463 2.674 -0.863
H -2.978 1.026 -2.438
H -3.138 0.879 -0.702
H -1.946 -0.081 -1.508
H -2.374 3.655 -2.364
H -1.257 4.254 -1.168
H -2.722 3.455 -0.596
H -1.103 2.141 -3.699
H -0.047 1.093 -2.942
H 0.318 2.826 -2.773
H -0.669 3.963 1.941
H -2.640 4.230 3.475
H -3.670 2.230 4.370
H -3.562 0.085 2.964
H -2.077 -0.027 1.063
H 1.661 3.813 2.219
H 2.926 2.798 1.537
H 1.403 2.096 2.054
H 0.206 4.955 0.259
H 0.668 4.469 -1.375
H 1.926 5.034 -0.237
H 2.025 2.670 -1.906
H 2.811 1.627 -0.718
H 3.212 3.437 -0.790
*
```

Properties
- electronic energy (Eh) = -2222.64273
- highest occupied orbital energy (alpha / beta) (Ha) = -0.5072 / -0.5078
- F_max (eV/Å) = 3.55


Copy entry 1 word for word.
This record from the OMol25 dataset describes a structure of composition C23H33N3O3. The level of theory is ωB97M-V/def2-TZVPD.

```
! wB97M-V def2-TZVPD RIJCOSX def2/J DEFGRID3
* xyz 0 1
C 3.140 5.716 -2.541
H 2.013 5.643 -2.801
C 3.352 4.436 -1.767
C 3.310 3.292 -2.608
O 1.947 3.269 -2.756
C 1.750 2.246 -3.951
C 0.353 2.288 -4.186
C -0.686 1.875 -2.969
H -0.417 2.512 -2.148
H -1.679 1.794 -3.060
C -0.227 0.303 -2.841
N 1.211 0.419 -2.593
C 1.975 0.357 -1.134
O 3.130 0.267 -1.301
C 1.075 0.003 -0.027
C 0.877 -1.627 -0.065
C -0.587 -1.781 0.395
N -1.555 -0.945 0.103
N -2.964 -1.604 0.430
C -2.438 -2.845 0.693
O -1.200 -2.878 0.674
C -3.308 -3.908 1.058
C -3.405 -3.991 2.668
C -3.853 -2.765 3.308
H -5.268 -2.712 3.605
H -4.009 -1.887 2.736
C -3.079 -2.171 4.806
C -1.918 -1.872 4.198
C -0.562 -2.657 4.515
C 0.634 -2.326 4.203
C 0.679 -1.083 3.426
C -0.351 -0.132 3.237
C -1.595 -0.670 3.596
H -2.338 0.094 3.469
H -0.093 0.720 2.721
H 1.665 -0.907 3.062
H 1.288 -2.806 4.427
H -0.679 -3.764 5.032
H -3.156 -3.070 5.331
H -3.652 -1.434 4.945
H -3.816 -4.940 3.164
H -2.158 -4.156 2.889
H -2.992 -4.730 0.767
H -4.295 -3.544 0.955
H 1.279 -2.039 0.634
H 0.915 -2.120 -0.833
H 1.841 0.081 0.921
H 0.306 0.470 0.197
C 1.869 0.787 -3.677
H 3.128 0.674 -3.588
H 1.663 0.130 -4.508
H -0.743 -0.017 -1.782
H -0.584 -0.358 -3.408
H -0.064 3.273 -4.277
H -0.081 1.602 -4.971
H 2.240 2.301 -4.970
H 3.746 2.508 -2.102
H 3.948 3.422 -3.690
H 2.810 4.361 -0.984
H 4.667 4.304 -1.428
H 3.144 6.728 -1.800
H 3.799 5.865 -3.397
*
```

Properties
- electronic energy (Eh) = -1285.41314
- highest occupied orbital energy (Ha) = -0.2809
- F_max (eV/Å) = 19.10


Question: Look up the electronic energy of the second one.
Answer: -1458.71771 Eh


Question: Which value of F_max does entry 4 give?
Answer: 3.55 eV/Å


Question: The highest F_max belongs to which entry?
Answer: C23H33N3O3